one) ORCA calculation (ωB97M-V/def2-TZVPD) on a structure of composition C29H42B2BrF4N12O2Y.

Geometry (Å):
Y 0.28162 -0.84966 0.26690
N 0.96087 -0.18699 -1.99264
C 0.03195 -0.07857 -3.13883
C -1.15969 -1.01690 -3.01702
N -1.89852 -0.83768 -1.76260
C -2.65140 0.42250 -1.85684
C -3.35952 0.81549 -0.57926
N -2.36718 0.84131 0.48840
C -2.78564 -1.96773 -1.47817
C -2.93610 -2.26632 0.00812
N -1.60728 -2.44321 0.60318
H 1.57041 0.62558 -1.98488
H 1.56809 -0.98245 -2.19247
H 0.54219 -0.32382 -4.07224
H -0.30463 0.95104 -3.21024
H -0.81712 -2.04682 -3.07331
H -1.80957 -0.84155 -3.88708
H -3.37613 0.37164 -2.68238
H -1.93142 1.20562 -2.06908
H -4.16009 0.11594 -0.33771
H -3.83283 1.78728 -0.75160
H -1.73806 1.61863 0.28916
H -2.80125 1.02636 1.38589
H -2.36030 -2.85732 -1.94868
H -3.77842 -1.80934 -1.91839
H -3.54644 -3.16910 0.10490
H -3.44196 -1.46714 0.53738
H -1.14203 -3.21247 0.12852
H -1.69678 -2.73676 1.56717
C -1.19999 -1.77032 3.69177
C -0.97814 -0.31856 3.40826
C -1.36582 0.72076 4.25905
C -0.93560 1.86683 3.64286
N -0.33802 1.54015 2.47907
N -0.37811 0.17573 2.32396
B 0.70335 2.48678 1.77579
N 0.46215 2.97718 0.30459
C 1.20666 3.99218 -0.17214
C 0.82256 4.23489 -1.46583
C -0.19723 3.30267 -1.71507
C -0.98433 3.23458 -2.99260
N -0.38850 2.52853 -0.64676
N 2.04670 1.71720 1.68629
C 3.25772 2.01977 2.17727
C 4.21221 1.32653 1.47505
C 3.49227 0.59542 0.52718
C 4.10655 -0.23727 -0.55497
N 2.18148 0.81904 0.66723
N 0.72187 3.77804 2.62176
C 1.45494 4.27534 3.65170
C 0.84394 5.41183 4.10392
C -0.30443 5.54751 3.29082
C -1.36753 6.59722 3.34594
N -0.37558 4.56017 2.41334
H -2.19780 -2.08353 3.37018
H -0.43815 -2.40120 3.24121
H -1.16184 -1.92256 4.76921
H -1.86054 0.63429 5.21302
H -1.01978 2.88765 3.97534
H 1.95526 4.48149 0.43108
H 1.18973 4.99511 -2.13800
H -1.23630 4.24806 -3.30467
H -0.39541 2.79387 -3.80043
H -1.91717 2.68215 -2.89457
H 3.38061 2.70670 2.99129
H 5.28058 1.34248 1.61398
H 4.75381 -1.00032 -0.12511
H 3.37686 -0.74074 -1.17985
H 4.72473 0.40623 -1.18376
H 2.35319 3.80404 4.00814
H 1.15804 6.04785 4.91663
H -1.75497 6.70656 4.35943
H -0.97515 7.56825 3.03622
H -2.18392 6.32679 2.67864
F 1.83587 -1.48753 2.46013
B 2.06664 -2.65357 1.70571
F 2.97276 -3.51769 2.20906
F 0.76705 -3.22510 1.51038
F 2.40635 -2.14280 0.39491
Br 0.18746 -8.92194 -4.46988
C 0.49130 -7.27487 -3.71226
C -0.54482 -6.68275 -2.92993
C -0.33067 -5.45284 -2.39198
C 0.90379 -4.79243 -2.61154
C 1.93281 -5.40770 -3.38659
C 1.73727 -6.63964 -3.92785
C 1.14219 -3.38720 -2.09580
O 2.06573 -2.80152 -2.67036
O 0.37675 -2.98043 -1.18722
H -1.47542 -7.21079 -2.77304
H -1.08852 -4.97694 -1.78649
H 2.86153 -4.87145 -3.53031
H 2.50822 -7.12571 -4.50961

Computed properties:
**Net charge**: +1
**⟨S²⟩**: 0.7707
**2S+1**: 2
**LUMO level (alpha / beta)**: -3.9064 / -7.5644 eV
**HOMO energy (alpha / beta)**: -10.5165 / -10.5165 eV

Population analysis type Löwdin, resulting atomic charges in e: atom 1 (Y): 1.720, atom 2 (N): -0.035, atom 3 (C): -0.185, atom 4 (C): -0.182, atom 5 (N): -0.172, atom 6 (C): -0.197, atom 7 (C): -0.233, atom 8 (N): 0.005, atom 9 (C): -0.174, atom 10 (C): -0.210, atom 11 (N): -0.044, atom 12 (H): 0.092, atom 13 (H): 0.032, atom 14 (H): 0.130, atom 15 (H): 0.067, atom 16 (H): 0.097, atom 17 (H): 0.135, atom 18 (H): 0.136, atom 19 (H): 0.052, atom 20 (H): 0.099, atom 21 (H): 0.123, atom 22 (H): 0.021, atom 23 (H): 0.088, atom 24 (H): 0.105, atom 25 (H): 0.134, atom 26 (H): 0.123, atom 27 (H): 0.090, atom 28 (H): 0.055, atom 29 (H): 0.056, atom 30 (C): -0.019, atom 31 (C): -0.327, atom 32 (C): 0.000, atom 33 (C): -0.043, atom 34 (N): 0.030, atom 35 (N): -0.035, atom 36 (B): -0.619, atom 37 (N): -0.013, atom 38 (C): -0.068, atom 39 (C): -0.013, atom 40 (C): -0.338, atom 41 (C): -0.039, atom 42 (N): 0.089, atom 43 (N): 0.020, atom 44 (C): -0.041, atom 45 (C): 0.004, atom 46 (C): -0.327, atom 47 (C): -0.021, atom 48 (N): 0.022, atom 49 (N): -0.040, atom 50 (C): -0.080, atom 51 (C): -0.017, atom 52 (C): -0.353, atom 53 (C): -0.036, atom 54 (N): 0.116, atom 55 (H): 0.082, atom 56 (H): 0.060, atom 57 (H): 0.095, atom 58 (H): 0.112, atom 59 (H): 0.121, atom 60 (H): 0.132, atom 61 (H): 0.107, atom 62 (H): 0.089, atom 63 (H): 0.076, atom 64 (H): 0.059, atom 65 (H): 0.100, atom 66 (H): 0.114, atom 67 (H): 0.094, atom 68 (H): 0.039, atom 69 (H): 0.093, atom 70 (H): 0.099, atom 71 (H): 0.104, atom 72 (H): 0.076, atom 73 (H): 0.078, atom 74 (H): 0.074, atom 75 (F): 0.116, atom 76 (B): -1.244, atom 77 (F): 0.219, atom 78 (F): 0.066, atom 79 (F): 0.040, atom 80 (Br): 0.992, atom 81 (C): -0.627, atom 82 (C): -0.057, atom 83 (C): 0.037, atom 84 (C): 0.011, atom 85 (C): 0.054, atom 86 (C): -0.066, atom 87 (C): -0.598, atom 88 (O): 0.063, atom 89 (O): -0.096, atom 90 (H): 0.121, atom 91 (H): 0.122, atom 92 (H): 0.140, atom 93 (H): 0.123

***

two) ORCA calculation (ωB97M-V/def2-TZVPD) on a structure of composition C29H42B2BrF4N12O2Y.

Geometry (Å):
Y -0.24010 -0.60320 -0.09920
N 0.24730 0.87950 1.75380
C -0.59070 0.76070 2.95330
C -2.05090 0.96310 2.52640
N -2.40140 0.25020 1.28250
C -3.18940 1.11520 0.38000
C -2.93760 0.87070 -1.11080
N -1.49400 0.86510 -1.43970
C -3.16570 -0.96790 1.58840
C -2.31940 -2.03090 2.28720
N -1.20400 -2.43800 1.40390
H 1.22590 0.97680 2.02660
H -0.02290 1.78250 1.32630
H -0.35140 1.53680 3.69400
H -0.42040 -0.20910 3.43080
H -2.15990 2.03260 2.35130
H -2.72120 0.68570 3.34760
H -2.92330 2.15090 0.57860
H -4.26310 0.99840 0.57380
H -3.44360 1.67970 -1.65050
H -3.39360 -0.06640 -1.42320
H -1.18490 1.86890 -1.44480
H -1.41630 0.57870 -2.42110
H -3.54190 -1.38550 0.65350
H -4.03400 -0.72590 2.21970
H -2.97640 -2.87970 2.51170
H -1.92110 -1.65790 3.23500
H -1.65510 -2.97100 0.65220
H -0.63160 -3.12030 1.90790
C -0.28420 -4.47950 -1.79780
C 0.27840 -3.27300 -2.44260
C 0.60260 -3.13010 -3.80510
C 1.20590 -1.90430 -3.90430
N 1.25580 -1.35120 -2.67080
N 0.65780 -2.18580 -1.77370
B 2.30220 -0.33750 -2.18750
N 1.76100 1.08690 -2.03010
C 1.99090 2.11740 -2.87230
C 2.02000 3.27780 -2.13140
C 1.78610 2.87050 -0.80260
C 1.90080 3.74930 0.39260
N 1.59770 1.55650 -0.76060
N 2.82780 -0.79270 -0.79350
C 4.11110 -0.88650 -0.41790
C 4.15570 -1.26860 0.90360
C 2.81840 -1.39120 1.28480
C 2.28200 -1.83040 2.60090
N 2.02690 -1.08810 0.25350
N 3.48210 -0.34150 -3.14200
C 4.15520 -1.42670 -3.59400
C 5.26570 -0.98690 -4.26840
C 5.20690 0.42070 -4.19110
C 6.16290 1.40110 -4.75940
N 4.13400 0.76370 -3.50300
H 0.37930 -5.32160 -1.98910
H -1.25660 -4.72810 -2.21590
H -0.38170 -4.33690 -0.72390
H 0.42310 -3.83670 -4.58750
H 1.60350 -1.39670 -4.76350
H 2.08760 1.96600 -3.92770
H 2.19190 4.27660 -2.47840
H 1.43280 4.71310 0.20510
H 2.95850 3.92390 0.59530
H 1.44770 3.30930 1.27290
H 4.92030 -0.68010 -1.08820
H 5.02430 -1.42790 1.50550
H 2.56680 -2.86680 2.78770
H 1.19450 -1.75140 2.62040
H 2.70210 -1.22950 3.40560
H 3.80860 -2.41950 -3.39740
H 6.01600 -1.56900 -4.76160
H 7.00590 0.87670 -5.20190
H 6.52610 2.07070 -3.98090
H 5.68020 2.00940 -5.52330
F -2.97420 -3.70100 -0.65030
B -3.11810 -2.77260 -1.64360
F -2.90050 -3.21960 -2.88870
F -4.24830 -2.04720 -1.49550
F -1.96030 -1.79040 -1.32520
Br -3.47350 9.50890 0.74900
C -2.72990 7.78660 0.42470
C -2.30730 7.02230 1.50420
C -1.77720 5.76990 1.26660
C -1.68570 5.29750 -0.03550
C -2.10320 6.06880 -1.11130
C -2.62770 7.32670 -0.88140
C -1.16610 3.88120 -0.26520
O -1.06970 3.52010 -1.44430
O -0.94920 3.21550 0.75750
H -2.38850 7.40660 2.51000
H -1.43220 5.14940 2.07990
H -2.01690 5.67480 -2.11190
H -2.96070 7.94300 -1.70250

Computed properties:
**Net charge**: +1
**⟨S²⟩**: 0.7664
**2S+1**: 2
**LUMO level (alpha / beta)**: -3.4535 / -7.8419 eV
**HOMO energy (alpha / beta)**: -10.6152 / -10.6122 eV

Population analysis type Löwdin, resulting atomic charges in e: atom 1 (Y): 1.600, atom 2 (N): -0.061, atom 3 (C): -0.211, atom 4 (C): -0.167, atom 5 (N): -0.188, atom 6 (C): -0.156, atom 7 (C): -0.194, atom 8 (N): -0.065, atom 9 (C): -0.174, atom 10 (C): -0.200, atom 11 (N): -0.020, atom 12 (H): 0.096, atom 13 (H): 0.033, atom 14 (H): 0.126, atom 15 (H): 0.091, atom 16 (H): 0.101, atom 17 (H): 0.131, atom 18 (H): 0.093, atom 19 (H): 0.137, atom 20 (H): 0.128, atom 21 (H): 0.091, atom 22 (H): 0.045, atom 23 (H): 0.114, atom 24 (H): 0.109, atom 25 (H): 0.137, atom 26 (H): 0.132, atom 27 (H): 0.103, atom 28 (H): 0.052, atom 29 (H): 0.103, atom 30 (C): -0.010, atom 31 (C): -0.320, atom 32 (C): 0.014, atom 33 (C): -0.058, atom 34 (N): 0.008, atom 35 (N): -0.001, atom 36 (B): -0.700, atom 37 (N): 0.007, atom 38 (C): -0.067, atom 39 (C): -0.005, atom 40 (C): -0.342, atom 41 (C): -0.021, atom 42 (N): 0.078, atom 43 (N): 0.018, atom 44 (C): -0.027, atom 45 (C): 0.003, atom 46 (C): -0.338, atom 47 (C): -0.024, atom 48 (N): -0.044, atom 49 (N): -0.023, atom 50 (C): -0.089, atom 51 (C): -0.011, atom 52 (C): -0.342, atom 53 (C): -0.032, atom 54 (N): 0.110, atom 55 (H): 0.093, atom 56 (H): 0.081, atom 57 (H): 0.070, atom 58 (H): 0.113, atom 59 (H): 0.133, atom 60 (H): 0.121, atom 61 (H): 0.106, atom 62 (H): 0.079, atom 63 (H): 0.093, atom 64 (H): 0.057, atom 65 (H): 0.128, atom 66 (H): 0.106, atom 67 (H): 0.091, atom 68 (H): 0.036, atom 69 (H): 0.088, atom 70 (H): 0.125, atom 71 (H): 0.099, atom 72 (H): 0.076, atom 73 (H): 0.078, atom 74 (H): 0.078, atom 75 (F): 0.158, atom 76 (B): -1.270, atom 77 (F): 0.215, atom 78 (F): 0.184, atom 79 (F): -0.084, atom 80 (Br): 0.928, atom 81 (C): -0.594, atom 82 (C): -0.061, atom 83 (C): 0.047, atom 84 (C): -0.029, atom 85 (C): 0.056, atom 86 (C): -0.059, atom 87 (C): -0.618, atom 88 (O): 0.037, atom 89 (O): -0.044, atom 90 (H): 0.120, atom 91 (H): 0.136, atom 92 (H): 0.139, atom 93 (H): 0.121

***

Computed stability ranking, most favorable first: two), one)